A cluster of 2 separate species, C4H3BrO in total, computed with wB97M-V/def2-TZVPD.

Structure (XYZ):
```
9
Properties=species:S:1:pos:R:3:forces:R:3
C 0.9404 0.7697 2.4737 0.01 0.22 0.82
C 1.2970 0.5626 1.3374 0.17 0.08 -0.44
C -1.8825 -0.8311 -1.5176 2.81 -1.48 -1.66
C 1.4676 0.0425 0.1245 0.45 -0.48 -2.06
O -2.5906 -0.6019 -2.4607 0.09 0.56 0.70
Br 2.6092 0.9879 -1.0413 -0.38 -0.26 0.58
H 1.0093 1.3185 3.3561 -0.27 0.43 1.09
H -2.1662 -1.4842 -0.6998 -0.75 0.22 0.85
H -0.6842 -0.7639 -1.5722 -2.14 0.70 0.12
```
Positions in Å, forces in eV/Å.

As for the total energy: -2803.2384 Ha. The value obtained for the orbital gap is 7.149 eV. The HOMO energy comes out at -0.333 hartree. The strongest force on any atom comes out at 3.59 eV Å⁻¹.